11
Properties=species:S:1:pos:R:3:forces:R:3:nbo_charge:R:1 method="wB97M-V/def2-TZVPD" orbital_gap_ev="9.262 / 3.075" homo_ev="-10.08 / -7.07" spin_multiplicity=1
C -0.88696 0.90257 1.70733 -1.650 -1.751 -1.706 -1.11
C -2.18173 1.28889 -1.12499 0.768 -1.117 0.288 -0.92
Si -0.90852 1.92768 0.08644 -1.067 0.202 1.178 1.15
Br -1.50784 0.21138 -2.75263 -0.215 -0.129 0.977 -0.08
Br -5.25473 -1.15342 0.42538 0.031 0.013 -0.006 0.00
Br 0.99744 2.90072 -0.40475 0.153 -0.252 -0.300 -0.28
H -1.97920 0.40060 1.75272 2.404 1.383 0.322 0.25
H -0.19089 0.04886 1.63077 -0.161 0.285 0.041 0.24
H -0.59518 1.49561 2.55530 -0.308 0.222 0.392 0.25
H -2.70038 1.97856 -1.72895 -0.546 1.189 -0.069 0.24
H -2.90193 0.77212 -0.43018 0.591 -0.046 -1.118 0.25

8
Properties=species:S:1:pos:R:3:forces:R:3:nbo_charge:R:1 method="wB97M-V/def2-TZVPD" smiles=NP(N)Cl orbital_gap_ev=10.319 homo_ev=-9.33 spin_multiplicity=1
N -0.07502 -0.68580 -0.93730 -1.164 -1.325 0.163 -1.15
P -0.12831 -0.37370 0.76860 0.814 0.056 -1.027 1.12
N -0.16146 1.29182 0.58330 0.937 -1.213 1.012 -1.13
Cl 1.90600 -0.77967 0.79015 0.915 -0.026 1.010 -0.37
H 0.65218 -1.39943 -0.96859 -0.258 0.037 -0.807 0.39
H -0.95588 -1.16074 -1.17884 0.356 0.239 -0.279 0.37
H -0.80457 1.54740 1.26090 -1.403 1.636 1.465 0.37
H -0.43294 1.56013 -0.31823 -0.197 0.595 -1.538 0.40